ORCA calculation (ωB97M-V/def2-TZVPD) on a cluster of 12 separate species, C66H174N24O12P6 in total.

Each line ends with the Löwdin charge.
Atoms and positions in Å:
C  10.10  -9.09  7.51  -0.087
N  8.83  -9.29  8.28  -0.277
C  7.68  -8.78  7.56  -0.140
P  8.66  -9.76  9.92  0.577
O  9.92  -10.08  10.59  -0.295
N  7.89  -8.41  10.63  -0.287
C  8.72  -7.17  10.48  -0.111
C  7.02  -8.37  11.88  -0.089
N  7.45  -11.01  10.01  -0.267
C  6.14  -10.91  9.33  -0.124
C  7.79  -12.39  10.49  -0.107
H  10.53  -8.11  7.75  0.068
H  10.03  -8.98  6.43  0.060
H  10.79  -9.91  7.73  0.066
H  7.29  -9.57  6.92  0.060
H  7.93  -7.80  7.13  0.082
H  6.80  -8.58  8.17  0.054
H  7.91  -6.46  10.30  0.078
H  9.36  -6.96  11.33  0.082
H  9.35  -7.21  9.60  0.056
H  6.32  -7.55  12.01  0.070
H  6.25  -9.14  11.75  0.051
H  7.50  -8.59  12.83  0.076
H  6.44  -11.09  8.30  0.040
H  5.36  -11.66  9.48  0.079
H  5.82  -9.87  9.42  0.042
H  6.96  -13.03  10.77  0.078
H  8.39  -12.32  11.39  0.063
H  8.44  -12.87  9.76  0.059
C  12.00  -2.59  4.96  -0.086
N  10.66  -2.36  5.57  -0.328
C  10.72  -1.58  6.73  -0.158
P  9.15  -2.89  4.90  0.566
O  7.98  -2.73  5.73  -0.254
N  9.20  -1.89  3.49  -0.280
C  8.57  -0.57  3.49  -0.128
C  9.81  -2.14  2.09  -0.080
N  9.46  -4.41  4.19  -0.284
C  10.12  -5.43  5.03  -0.109
C  8.43  -5.01  3.25  -0.077
H  12.48  -3.40  5.52  0.069
H  12.71  -1.77  4.98  0.083
H  11.79  -2.90  3.93  0.051
H  11.40  -2.05  7.45  0.088
H  9.68  -1.55  7.04  0.071
H  10.93  -0.55  6.46  0.084
H  9.07  0.16  4.13  0.074
H  8.21  -0.28  2.50  0.075
H  7.73  -0.69  4.18  0.062
H  9.03  -1.93  1.36  0.045
H  10.69  -1.55  1.82  0.075
H  10.05  -3.20  1.95  0.045
H  10.81  -5.07  5.79  0.075
H  9.33  -5.74  5.72  0.065
H  10.44  -6.35  4.54  0.066
H  7.84  -4.24  2.75  0.072
H  7.71  -5.54  3.86  0.076
H  8.99  -5.66  2.58  0.051
C  13.91  -11.88  8.94  -0.124
N  13.91  -11.09  7.70  -0.278
C  14.94  -10.10  7.62  -0.143
P  13.55  -12.01  6.29  0.652
O  13.66  -11.12  5.09  -0.322
N  14.46  -13.49  6.26  -0.274
C  15.79  -13.45  6.97  -0.101
C  14.26  -14.64  5.33  -0.103
N  11.87  -12.49  6.51  -0.284
C  10.71  -11.92  5.77  -0.098
C  11.51  -13.43  7.57  -0.138
H  13.91  -12.94  8.68  0.037
H  12.97  -11.95  9.50  0.073
H  14.73  -11.62  9.61  0.090
H  15.05  -9.62  8.60  0.088
H  14.79  -9.52  6.71  0.073
H  15.95  -10.48  7.48  0.063
H  16.46  -14.29  6.79  0.081
H  16.34  -12.59  6.58  0.065
H  15.75  -13.27  8.05  0.055
H  14.85  -15.53  5.56  0.073
H  13.23  -15.00  5.38  0.065
H  14.51  -14.51  4.28  0.073
H  10.81  -10.91  5.37  0.057
H  10.43  -12.67  5.03  0.068
H  9.89  -11.92  6.48  0.074
H  12.30  -14.13  7.80  0.068
H  10.81  -14.19  7.23  0.082
H  11.16  -12.81  8.40  0.078
C  12.81  -5.52  -0.18  -0.162
N  12.79  -6.27  1.00  -0.301
C  11.78  -5.92  2.08  -0.096
P  13.45  -7.88  0.91  0.672
O  13.93  -8.34  -0.45  -0.325
N  14.52  -8.04  2.28  -0.289
C  14.68  -6.92  3.25  -0.108
C  15.30  -9.29  2.57  -0.080
N  12.12  -8.91  1.33  -0.282
C  11.84  -9.26  2.77  -0.113
C  11.32  -9.65  0.42  -0.135
H  12.32  -4.57  0.03  0.084
H  12.37  -6.01  -1.05  0.072
H  13.86  -5.49  -0.47  0.081
H  12.07  -4.95  2.47  0.076
H  11.72  -6.60  2.93  0.029
H  10.73  -5.98  1.78  0.062
H  15.22  -6.06  2.84  0.073
H  13.72  -6.53  3.59  0.041
H  15.23  -7.21  4.15  0.074
H  15.60  -9.74  1.62  0.073
H  16.18  -9.12  3.19  0.077
H  14.68  -10.03  3.07  0.045
H  12.51  -8.73  3.45  0.063
H  10.81  -8.97  2.99  0.056
H  11.84  -10.32  3.01  0.065
H  10.31  -9.24  0.45  0.059
H  11.12  -10.69  0.68  0.072
H  11.67  -9.49  -0.60  0.071
C  -0.47  -10.45  7.90  -0.126
N  0.61  -9.47  7.98  -0.304
C  0.15  -8.10  8.19  -0.121
P  2.24  -9.91  8.35  0.598
O  2.36  -10.90  9.47  -0.305
N  2.62  -10.53  6.84  -0.309
C  2.11  -9.97  5.59  -0.108
C  3.83  -11.29  6.61  -0.107
N  3.23  -8.49  8.54  -0.256
C  3.62  -8.20  9.95  -0.132
C  3.37  -7.45  7.43  -0.069
H  -1.37  -10.36  7.29  0.078
H  -0.89  -10.76  8.86  0.076
H  -0.07  -11.37  7.45  0.069
H  -0.91  -7.91  8.31  0.083
H  0.46  -7.33  7.48  0.061
H  0.64  -7.89  9.14  0.067
H  1.41  -9.14  5.65  0.073
H  2.90  -9.77  4.86  0.066
H  1.42  -10.76  5.27  0.082
H  4.59  -10.63  6.20  0.079
H  4.06  -11.72  7.59  0.058
H  3.69  -12.18  6.01  0.069
H  4.53  -7.59  9.87  0.068
H  2.87  -7.67  10.54  0.070
H  3.89  -9.01  10.63  0.063
H  4.21  -7.78  6.81  0.059
H  3.71  -6.48  7.79  0.081
H  2.59  -7.36  6.67  0.057
C  6.25  -7.58  1.52  -0.036
N  5.66  -9.01  1.45  -0.315
C  4.25  -9.20  1.85  -0.092
P  6.72  -10.25  1.29  0.600
O  7.73  -10.17  0.22  -0.300
N  7.54  -10.49  2.88  -0.252
C  7.28  -9.72  4.09  -0.131
C  8.83  -11.41  2.86  -0.049
N  5.71  -11.72  1.17  -0.279
C  4.79  -12.11  2.21  -0.150
C  5.82  -12.49  -0.11  -0.085
H  5.83  -7.25  2.46  0.071
H  5.78  -7.13  0.64  0.073
H  7.34  -7.54  1.64  0.073
H  3.80  -10.04  1.34  0.062
H  3.83  -8.24  1.55  0.071
H  4.15  -9.30  2.93  0.066
H  6.76  -10.34  4.81  0.059
H  8.20  -9.27  4.48  0.065
H  6.69  -8.85  3.80  0.055
H  8.78  -12.26  3.55  0.053
H  9.07  -11.84  1.89  0.042
H  9.63  -10.75  3.17  0.032
H  4.93  -11.59  3.16  0.072
H  3.76  -12.03  1.87  0.075
H  4.91  -13.17  2.44  0.057
H  6.62  -13.23  -0.12  0.061
H  5.74  -11.80  -0.96  0.050
H  4.95  -13.15  -0.18  0.076
C  12.26  -15.50  0.67  -0.027
C  10.73  -15.51  0.59  -0.490
C  10.19  -14.06  0.82  -0.030
C  10.30  -15.85  -0.84  -0.149
C  8.84  -16.34  -1.10  -0.169
C  8.55  -17.43  -0.12  -0.182
C  8.82  -17.24  1.35  -0.446
C  7.74  -16.28  1.92  -0.034
C  8.83  -18.69  1.96  -0.007
N  10.25  -16.64  1.45  -0.083
O  10.58  -16.30  2.75  -0.051
H  12.73  -16.41  0.30  0.085
H  12.67  -14.60  0.22  0.092
H  12.50  -15.55  1.73  0.065
H  10.54  -13.24  0.19  0.080
H  9.11  -14.05  0.67  0.056
H  10.55  -13.79  1.81  0.077
H  10.67  -15.10  -1.54  0.123
H  10.86  -16.74  -1.13  0.108
H  8.24  -15.44  -0.99  0.090
H  8.73  -16.53  -2.17  0.117
H  9.07  -18.31  -0.49  0.116
H  7.49  -17.65  -0.11  0.123
H  8.13  -15.95  2.88  0.069
H  6.73  -16.66  2.00  0.082
H  7.51  -15.35  1.39  0.061
H  9.37  -18.57  2.89  0.068
H  9.40  -19.38  1.33  0.086
H  7.80  -18.83  2.28  0.083
H  11.28  -16.92  2.99  0.100
C  3.70  0.06  -1.54  -0.022
C  4.58  -1.01  -2.20  -0.470
C  4.26  -0.99  -3.71  -0.047
C  6.06  -0.70  -2.13  -0.175
C  6.73  -0.98  -0.82  -0.197
C  6.48  -2.45  -0.43  -0.106
C  4.97  -2.91  -0.45  -0.425
C  4.81  -4.41  -0.46  -0.054
C  4.11  -2.36  0.74  -0.021
N  4.36  -2.45  -1.76  -0.170
O  3.16  -2.92  -1.97  -0.013
H  3.82  1.01  -2.07  0.084
H  2.66  -0.24  -1.59  0.084
H  3.91  0.15  -0.47  0.069
H  4.97  -1.48  -4.37  0.081
H  3.36  -1.55  -3.96  0.074
H  4.14  0.01  -4.12  0.084
H  6.67  -1.25  -2.84  0.120
H  6.20  0.32  -2.46  0.127
H  7.79  -0.77  -0.95  0.111
H  6.40  -0.30  -0.04  0.102
H  6.95  -2.73  0.51  0.098
H  7.04  -2.96  -1.21  0.117
H  5.26  -4.96  -1.29  0.086
H  3.80  -4.83  -0.50  0.059
H  5.13  -4.79  0.51  0.072
H  3.14  -1.93  0.52  0.067
H  4.65  -1.52  1.17  0.069
H  4.03  -3.10  1.54  0.077
H  3.34  -3.41  -2.78  0.120
C  5.61  -9.40  -3.50  -0.048
N  4.60  -8.83  -2.67  -0.164
C  3.98  -9.70  -1.66  -0.031
C  4.07  -7.59  -2.82  -0.359
O  3.17  -7.01  -2.24  -0.003
H  5.97  -8.78  -4.33  0.100
H  5.40  -10.44  -3.76  0.099
H  6.41  -9.54  -2.77  0.068
H  2.96  -9.41  -1.39  0.092
H  3.88  -10.75  -1.95  0.084
H  4.59  -9.76  -0.76  0.052
H  4.70  -7.02  -3.52  0.130
C  9.19  -8.73  -2.47  -0.085
N  8.81  -9.58  -3.57  -0.198
C  9.09  -9.15  -4.97  -0.041
C  8.47  -10.90  -3.32  -0.272
O  8.47  -11.68  -4.32  -0.056
H  10.27  -8.57  -2.50  0.084
H  8.83  -9.13  -1.52  0.048
H  8.93  -7.68  -2.46  0.082
H  8.78  -8.10  -5.01  0.080
H  10.10  -9.25  -5.35  0.088
H  8.51  -9.73  -5.69  0.079
H  8.42  -11.11  -2.24  0.126
C  4.07  -15.09  5.86  -0.060
N  5.40  -14.47  6.05  -0.177
C  6.37  -14.51  4.87  0.014
C  5.76  -14.04  7.30  -0.270
O  6.86  -13.38  7.44  -0.076
H  4.24  -16.04  5.35  0.079
H  3.43  -14.47  5.23  0.073
H  3.53  -15.27  6.79  0.087
H  6.36  -15.56  4.58  0.074
H  5.89  -14.04  4.01  0.054
H  7.27  -14.02  5.22  0.081
H  5.21  -14.47  8.16  0.142
C  0.94  -4.10  0.48  -0.037
N  0.70  -5.15  1.47  -0.186
C  -0.01  -4.61  2.60  -0.063
C  1.40  -6.28  1.50  -0.296
O  1.76  -7.02  2.49  -0.059
H  1.70  -3.46  0.93  0.064
H  0.09  -3.45  0.29  0.094
H  1.38  -4.49  -0.44  0.085
H  -0.96  -4.20  2.28  0.088
H  -0.38  -5.45  3.19  0.090
H  0.53  -3.91  3.24  0.097
H  1.77  -6.53  0.49  0.128

Values from the calculation:
energy above the lowest of the compared OMol25 structures with the same formula, charge and spin = 5.799 eV
molecular weight = 1682.118 g/mol
LUMO = 0.329 eV
SMILES = CN(C)P(=O)(N(C)C)N(C)C.CN(C)P(=O)(N(C)C)N(C)C.CN(C)P(=O)(N(C)C)N(C)C.CN(C)P(=O)(N(C)C)N(C)C.CN(C)P(=O)(N(C)C)N(C)C.CN(C)P(=O)(N(C)C)N(C)C.CC1(C)CCCC(C)(C)N1O.CC1(C)CCCC(C)(C)N1O.CN(C)C=O.CN(C)C=O.CN(C)C=O.CN(C)C=O
HOMO-LUMO gap = 8.19 eV
E = -187324.8335 eV